No. 1
{
  "formula": "C30H30N5O5S2Se2Te2Y",
  "method": "ωB97M-V with the def2-TZVPD basis set",
  "e_homo_ev": -1.03,
  "homo_lumo_gap_ev": 5.181,
  "e_above_lowest_kj_mol": 0.0,
  "total_charge": -2,
  "species": ["Y", "C", "C", "C", "C", "C", "C", "C", "S", "O", "O", "N", "C", "C", "C", "C", "C", "N", "H", "H", "H", "H", "H", "H", "H", "H", "H", "H", "H", "C", "C", "C", "C", "C", "C", "C", "C", "C", "S", "C", "N", "H", "H", "H", "H", "H", "H", "H", "H", "O", "N", "N", "O", "C", "C", "C", "C", "C", "C", "H", "H", "H", "H", "H", "Se", "Te", "Te", "Se", "C", "C", "O", "H", "H", "H", "H", "H", "H"],
  "coordinates": [[1.663, 0.223, -1.269], [-3.155, -5.273, -3.547], [-1.899, -4.737, -2.912], [-1.061, -3.881, -3.614], [0.063, -3.330, -3.018], [0.355, -3.640, -1.701], [-0.457, -4.513, -0.990], [-1.577, -5.054, -1.595], [1.762, -2.912, -0.901], [2.537, -3.996, -0.349], [2.401, -2.083, -1.931], [1.236, -1.847, 0.128], [1.180, -2.018, 1.499], [1.081, -3.264, 2.150], [0.990, -3.291, 3.523], [0.997, -2.099, 4.242], [1.109, -0.927, 3.518], [1.198, -0.878, 2.193], [-3.964, -4.544, -3.464], [-3.485, -6.192, -3.060], [-3.004, -5.480, -4.607], [-1.299, -3.615, -4.637], [0.708, -2.656, -3.565], [-0.220, -4.761, 0.035], [-2.220, -5.721, -1.031], [1.112, -4.177, 1.577], [0.917, -4.244, 4.037], [0.938, -2.082, 5.322], [1.140, 0.035, 4.023], [2.713, 3.742, -1.609], [1.222, 3.707, -1.752], [0.502, 4.927, -1.635], [-0.847, 4.930, -1.773], [-1.522, 3.729, -2.090], [-2.923, 3.691, -2.278], [-3.518, 2.508, -2.609], [-2.745, 1.346, -2.784], [-1.375, 1.333, -2.616], [-0.480, -0.131, -2.941], [-0.743, 2.561, -2.223], [0.608, 2.567, -1.998], [3.052, 4.762, -1.423], [3.180, 3.354, -2.516], [3.053, 3.117, -0.784], [1.046, 5.834, -1.410], [-1.421, 5.844, -1.657], [-3.497, 4.602, -2.153], [-4.592, 2.457, -2.748], [-3.225, 0.416, -3.058], [-0.313, 0.627, 0.070], [-0.275, 1.422, 1.057], [0.868, 1.953, 1.226], [1.907, 1.659, 0.485], [1.017, 2.859, 2.324], [-0.101, 3.483, 2.866], [0.068, 4.351, 3.932], [1.338, 4.600, 4.440], [2.439, 3.979, 3.869], [2.290, 3.105, 2.801], [-1.078, 3.281, 2.450], [-0.797, 4.842, 4.361], [1.465, 5.282, 5.273], [3.436, 4.162, 4.252], [3.149, 2.610, 2.356], [5.372, 1.228, 1.896], [4.595, -0.423, 0.232], [5.466, 0.760, -2.075], [3.395, 0.758, -3.516], [-2.718, -2.934, 2.011], [-2.339, -1.551, 1.518], [-2.175, -1.605, 0.116], [-2.893, -2.927, 3.089], [-1.915, -3.639, 1.793], [-3.624, -3.279, 1.508], [-1.415, -1.220, 2.004], [-3.124, -0.830, 1.790], [-1.572, -0.890, -0.125]]
}

No. 2
{
  "formula": "C30H30N5O9",
  "method": "ωB97M-V with the def2-TZVPD basis set",
  "e_homo_ev": -2.49,
  "homo_lumo_gap_ev": 2.622,
  "total_charge": -1,
  "species": ["C", "C", "C", "C", "C", "N", "C", "O", "H", "H", "H", "H", "H", "H", "H", "H", "H", "H", "C", "C", "C", "C", "C", "C", "N", "O", "O", "H", "H", "H", "H", "H", "C", "C", "C", "C", "C", "C", "N", "O", "O", "H", "H", "H", "H", "H", "C", "C", "C", "C", "C", "C", "N", "O", "O", "H", "H", "H", "H", "H", "C", "C", "C", "C", "C", "C", "N", "O", "O", "H", "H", "H", "H", "H"],
  "coordinates": [[-0.571, -1.686, 2.417], [0.867, -1.736, 3.254], [1.369, -3.311, 3.501], [0.787, -3.854, 4.969], [3.003, -3.432, 3.453], [3.501, -4.291, 2.312], [3.028, -5.604, 2.431], [2.124, -6.621, 2.371], [-0.522, -0.900, 1.530], [-1.437, -1.451, 3.187], [-0.849, -2.724, 1.928], [1.677, -1.260, 2.555], [0.764, -1.159, 4.281], [0.800, -3.945, 2.690], [-0.025, -3.097, 5.394], [1.627, -3.986, 5.775], [0.249, -4.903, 4.813], [3.348, -4.015, 4.435], [-2.946, -5.272, -2.835], [-3.744, -4.212, -2.403], [-3.689, -3.791, -1.073], [-2.824, -4.439, -0.180], [-2.027, -5.509, -0.609], [-2.093, -5.923, -1.941], [-2.743, -3.985, 1.213], [-3.478, -3.048, 1.558], [-1.942, -4.561, 1.963], [-2.988, -5.594, -3.874], [-4.408, -3.711, -3.105], [-4.318, -2.963, -0.752], [-1.355, -6.024, 0.074], [-1.476, -6.750, -2.285], [-1.195, 3.674, 0.134], [-1.175, 2.351, 0.577], [-2.022, 1.406, -0.004], [-2.885, 1.797, -1.036], [-2.913, 3.126, -1.478], [-2.063, 4.064, -0.887], [-3.760, 0.802, -1.669], [-3.720, -0.359, -1.237], [-4.485, 1.180, -2.600], [-0.528, 4.407, 0.586], [-0.496, 2.056, 1.375], [-1.994, 0.378, 0.353], [-3.582, 3.445, -2.275], [-2.075, 5.098, -1.225], [6.824, -3.938, 0.862], [8.069, -3.787, 0.250], [8.224, -2.890, -0.809], [7.121, -2.143, -1.246], [5.868, -2.299, -0.638], [5.725, -3.201, 0.418], [7.283, -1.180, -2.341], [8.403, -1.085, -2.866], [6.293, -0.515, -2.677], [6.709, -4.635, 1.691], [8.920, -4.366, 0.601], [9.201, -2.783, -1.275], [5.002, -1.730, -0.970], [4.757, -3.327, 0.898], [-3.907, 10.100, -3.625], [-4.732, 9.873, -2.523], [-4.244, 9.180, -1.414], [-2.920, 8.719, -1.418], [-2.091, 8.939, -2.527], [-2.592, 9.631, -3.631], [-2.393, 8.012, -0.245], [-3.162, 7.821, 0.708], [-1.208, 7.650, -0.273], [-4.290, 10.646, -4.485], [-5.756, 10.241, -2.526], [-4.899, 9.011, -0.562], [-1.064, 8.583, -2.545], [-1.956, 9.809, -4.495]]
}

Calculated energy in order - -217284.0621, -57457.8518 eV
Calculated LUMO in order - 4.15, 0.13 eV